{
  "formula": "C5H11O2",
  "method": "wB97M-V/def2-TZVPD",
  "gap_ev": [2.93, 8.30],
  "multiplicity": 2,
  "total_charge": -2,
  "symbols": ["C", "C", "O", "O", "H", "H", "H", "C", "C", "C", "H", "H", "H", "H", "H", "H", "H", "H"],
  "xyz": [[0.997, -3.175, -1.398], [0.516, -2.852, -2.853], [1.300, -2.136, -3.519], [-0.550, -3.397, -3.221], [1.053, -4.263, -1.309], [0.282, -2.831, -0.649], [1.917, -2.615, -1.244], [-0.401, 2.595, 1.236], [-0.385, 1.855, 2.557], [-0.661, 1.605, 0.054], [-1.153, 3.386, 1.252], [0.596, 2.995, 1.022], [-0.106, 2.469, 3.425], [0.209, 0.936, 2.661], [-1.656, 1.805, -0.361], [0.049, 1.619, -0.776], [-1.392, 1.416, 2.690], [-0.615, 0.589, 0.432]],
  "atomic_forces_ev_per_a": [[-0.484, 0.504, -0.427], [0.308, -0.293, 0.143], [-0.163, 0.051, -0.084], [-0.096, 0.047, 0.033], [0.391, 0.085, 0.126], [-0.195, -0.014, -0.104], [0.254, -0.484, 0.184], [1.218, -1.006, -1.050], [-0.849, -0.617, 0.658], [-0.535, 0.211, 0.332], [0.174, 0.112, 0.026], [-0.166, 0.501, 0.363], [-0.248, 0.118, -0.020], [0.508, 0.386, -0.618], [0.039, -0.335, -0.029], [0.123, 0.433, 0.135], [-0.014, 0.452, 0.334], [-0.265, -0.152, 0.000]],
  "mulliken_charge": [-0.81, 0.54, -0.72, -0.73, 0.22, 0.22, 0.26, -1.24, -4.40, -0.96, 0.94, 0.56, 1.92, 0.63, 0.30, 0.42, 0.60, 0.25]
}

---

{
  "formula": "C13H19ClF3N3O3PS",
  "method": "wB97M-V/def2-TZVPD",
  "gap_ev": 8.27,
  "multiplicity": 1,
  "total_charge": 1,
  "symbols": ["O", "C", "C", "C", "C", "C", "P", "O", "Cl", "C", "N", "S", "N", "C", "C", "C", "F", "F", "F", "H", "H", "H", "H", "H", "H", "H", "C", "C", "C", "O", "C", "N", "H", "H", "H", "H", "H", "H", "H", "H", "H", "H", "H", "H"],
  "xyz": [[-3.804, 0.666, -4.009], [-4.677, 0.012, -3.113], [-4.520, 0.476, -1.660], [-3.259, 0.012, -0.973], [-1.988, 0.471, -1.453], [-0.804, 0.057, -0.934], [0.848, 0.611, -1.475], [1.363, -0.754, -2.204], [0.342, 1.781, -3.099], [-0.850, -0.850, 0.162], [0.188, -1.373, 0.836], [-0.452, -2.334, 1.963], [-2.006, -2.140, 1.687], [-2.113, -1.290, 0.660], [-3.318, -0.844, 0.071], [-4.446, -1.494, -3.303], [-4.788, -2.185, -2.183], [-3.161, -1.796, -3.584], [-5.208, -1.967, -4.305], [-3.783, 1.604, -3.797], [-5.710, 0.177, -3.431], [-5.396, 0.176, -1.089], [-4.510, 1.570, -1.692], [-1.968, 1.156, -2.286], [0.636, -1.277, -2.567], [-4.255, -1.210, 0.466], [4.371, 0.262, 3.817], [4.798, 0.234, 2.361], [4.247, 1.364, 1.490], [2.883, 1.121, 1.260], [1.938, 1.849, 2.049], [4.240, -1.014, 1.708], [3.304, 0.065, 3.930], [4.915, -0.479, 4.403], [4.581, 1.241, 4.243], [5.884, 0.179, 2.286], [4.745, 1.333, 0.516], [4.440, 2.344, 1.929], [2.351, 2.808, 2.363], [1.627, 1.278, 2.926], [1.069, 2.021, 1.419], [4.334, -1.843, 2.293], [4.674, -1.199, 0.803], [3.240, -0.820, 1.519]],
  "atomic_forces_ev_per_a": [[0.201, -0.148, 0.078], [-0.078, 0.042, -0.072], [0.296, 0.084, -0.105], [-0.057, 0.222, -0.316], [-0.154, -0.060, -0.045], [0.151, 0.186, -0.109], [0.312, -0.022, -0.046], [-0.028, -0.039, 0.209], [-0.095, 0.073, -0.030], [0.027, -0.150, 0.284], [-0.054, -0.008, 0.029], [0.177, 0.052, -0.018], [-0.091, 0.002, 0.006], [0.164, -0.071, 0.057], [-0.168, -0.237, 0.337], [0.118, -0.387, -0.010], [0.033, 0.258, -0.501], [-0.517, 0.108, 0.229], [0.309, 0.089, 0.233], [-0.147, 0.054, -0.102], [-0.077, -0.004, 0.155], [0.000, -0.043, 0.027], [-0.155, 0.039, 0.029], [-0.062, 0.047, -0.040], [0.067, -0.061, -0.176], [-0.062, -0.017, -0.042], [-0.057, -0.129, -0.025], [0.092, 0.058, 0.082], [-0.006, -0.160, -0.118], [-0.135, 0.169, 0.082], [-0.052, 0.001, -0.074], [-0.011, -0.132, -0.046], [-0.021, 0.072, -0.027], [-0.001, -0.004, -0.009], [0.024, 0.017, -0.002], [0.005, 0.017, -0.061], [-0.016, 0.066, -0.010], [0.000, -0.041, 0.129], [0.008, 0.015, -0.013], [0.045, 0.010, 0.017], [0.002, 0.003, -0.018], [0.009, 0.002, 0.004], [0.039, -0.020, 0.024], [-0.038, 0.047, 0.003]],
  "mulliken_charge": [-0.59, -0.08, -1.58, 0.69, 0.05, -0.32, 0.67, -0.48, -0.33, 0.37, -0.47, 0.16, -0.66, 0.50, -0.57, 0.72, -0.26, -0.25, -0.27, 0.38, 0.33, 0.40, 0.48, 0.21, 0.37, 0.46, -1.39, 0.23, -0.75, -0.09, -0.67, -0.19, 0.35, 0.42, 0.35, 0.39, 0.35, 0.41, 0.39, 0.27, 0.10, 0.38, 0.37, 0.13]
}

---

{
  "formula": "C3H7N3O",
  "method": "wB97M-V/def2-TZVPD",
  "gap_ev": [7.68, 7.16],
  "multiplicity": 1,
  "symbols": ["C", "C", "N", "C", "N", "N", "O", "H", "H", "H", "H", "H", "H", "H"],
  "xyz": [[0.382, 1.903, 0.158], [0.924, -1.980, -0.045], [-0.338, 0.915, 0.932], [-0.688, -0.258, 0.082], [-2.219, 0.224, 0.423], [-0.013, -1.203, 0.721], [-2.798, 0.648, -0.514], [-0.597, -0.161, -1.012], [0.642, 2.725, 0.827], [-0.197, 2.295, -0.692], [1.321, 1.500, -0.251], [0.871, -1.829, -1.131], [0.771, -3.036, 0.202], [1.938, -1.742, 0.299]],
  "atomic_forces_ev_per_a": [[0.262, 0.253, 0.381], [-0.041, -0.085, 0.090], [1.000, 0.266, -1.080], [-0.858, 2.501, -0.206], [-1.154, -1.248, -0.068], [0.311, -1.555, 0.783], [0.701, -0.109, 0.122], [0.055, 0.129, 0.046], [-0.014, 0.038, -0.131], [-0.039, -0.182, 0.130], [-0.159, -0.079, 0.019], [-0.037, -0.004, 0.062], [0.022, 0.062, -0.103], [-0.051, 0.014, -0.045]],
  "mulliken_charge": [-0.66, -0.75, -0.41, 0.22, -0.01, -0.38, -0.27, 0.51, 0.28, 0.29, 0.30, 0.33, 0.28, 0.28]
}

---

{
  "formula": "C15H56N8O13",
  "method": "wB97M-V/def2-TZVPD",
  "gap_ev": 9.03,
  "multiplicity": 1,
  "symbols": ["C", "C", "O", "H", "H", "H", "H", "H", "H", "C", "C", "O", "H", "H", "H", "H", "H", "H", "C", "O", "N", "N", "H", "H", "H", "H", "C", "O", "N", "N", "H", "H", "H", "H", "C", "O", "N", "N", "H", "H", "H", "H", "C", "O", "N", "N", "H", "H", "H", "H", "C", "O", "H", "H", "H", "H", "C", "O", "H", "H", "H", "H", "C", "O", "H", "H", "H", "H", "C", "O", "H", "H", "H", "H", "C", "O", "H", "H", "H", "H", "C", "O", "H", "H", "H", "H", "C", "O", "H", "H", "H", "H"],
  "xyz": [[-2.373, 1.243, 3.364], [-1.771, -0.103, 3.678], [-0.416, -0.018, 3.722], [-2.087, 1.953, 4.092], [-3.499, 1.268, 3.318], [-1.908, 1.592, 2.453], [-2.059, -0.891, 2.983], [-2.127, -0.271, 4.687], [-0.238, -0.603, 4.493], [0.437, -0.346, -0.765], [-0.016, -0.566, 0.684], [0.373, 0.643, 1.281], [0.110, -1.232, -1.354], [1.508, -0.305, -0.881], [-0.080, 0.444, -1.283], [0.557, -1.408, 1.071], [-1.038, -0.774, 0.894], [0.081, 0.630, 2.215], [-0.464, -4.371, 0.147], [0.162, -5.087, -0.847], [-0.390, -4.692, 1.418], [-1.204, -3.380, -0.065], [0.250, -5.418, 1.747], [-0.845, -4.060, 2.119], [-1.158, -2.969, -1.054], [-1.825, -2.924, 0.595], [-2.359, 2.061, -0.312], [-2.872, 0.905, 0.093], [-2.939, 2.856, -1.167], [-1.175, 2.555, 0.073], [-3.769, 2.386, -1.631], [-2.560, 3.656, -1.582], [-0.529, 1.844, 0.533], [-0.744, 3.355, -0.403], [3.365, 1.667, 2.334], [2.594, 1.740, 3.494], [3.009, 0.997, 1.295], [4.389, 2.387, 2.079], [2.022, 0.676, 1.336], [3.608, 0.706, 0.510], [4.501, 3.205, 2.724], [4.811, 2.480, 1.213], [-2.160, -1.374, -2.901], [-3.167, -0.555, -2.419], [-1.283, -1.108, -3.850], [-2.034, -2.591, -2.475], [-1.417, -0.101, -4.186], [-0.529, -1.702, -4.248], [-2.830, -2.995, -1.930], [-1.402, -3.343, -2.888], [2.385, 2.656, -1.602], [2.806, 3.229, -0.361], [3.047, 1.828, -1.935], [2.283, 3.380, -2.376], [1.425, 2.129, -1.522], [2.722, 2.528, 0.281], [2.576, -1.887, 2.861], [1.597, -2.807, 3.254], [2.497, -0.970, 3.441], [2.561, -1.583, 1.825], [3.555, -2.329, 3.010], [1.139, -3.260, 2.493], [-1.680, 2.159, -4.019], [-2.321, 1.283, -4.914], [-0.627, 2.252, -4.385], [-1.665, 1.652, -3.063], [-2.065, 3.095, -3.956], [-2.303, 1.550, -5.817], [1.627, 0.156, -3.798], [3.093, 0.288, -3.949], [1.424, -0.715, -3.157], [1.057, 0.047, -4.737], [1.187, 0.996, -3.262], [3.330, 1.099, -4.433], [0.813, 4.042, 2.164], [-0.612, 4.184, 2.057], [1.216, 4.528, 1.238], [1.007, 2.986, 2.178], [1.251, 4.595, 2.969], [-0.940, 3.597, 1.356], [-4.624, -1.308, 1.042], [-3.848, -1.873, 0.059], [-5.538, -1.853, 1.296], [-4.989, -0.360, 0.637], [-3.985, -1.158, 1.908], [-3.442, -1.192, -0.442], [3.103, -3.676, 0.159], [2.652, -2.465, -0.456], [3.502, -4.293, -0.630], [2.341, -4.330, 0.484], [3.844, -3.477, 0.869], [2.085, -2.787, -1.174]],
  "atomic_forces_ev_per_a": [[-0.912, -0.211, -1.178], [-3.042, 0.713, 0.468], [2.288, -0.835, 1.587], [0.408, 0.665, 1.090], [1.195, -0.292, -0.307], [-0.502, 0.259, -0.497], [-0.509, -0.107, -0.013], [-0.382, -0.947, 0.228], [1.134, 0.741, -1.124], [-1.750, -2.281, -0.540], [1.696, -0.001, -1.287], [-0.369, 0.631, 1.187], [0.372, 0.254, 0.276], [0.299, 0.267, 0.281], [-0.078, 0.678, 0.184], [0.211, -0.041, 0.231], [-1.071, 0.113, -0.524], [0.465, -0.046, 0.286], [4.320, -5.768, -4.203], [-2.282, 3.369, 4.152], [0.684, -0.843, 3.960], [-2.311, 4.822, -3.684], [-0.651, 0.409, -0.318], [0.815, -1.239, -0.957], [-0.445, -0.701, 2.416], [0.099, -0.163, -0.207], [-0.894, -4.721, 1.873], [2.304, 4.836, -1.385], [-5.113, -1.562, -2.225], [2.394, -1.280, 0.989], [1.420, 1.201, 0.735], [0.651, 0.975, -0.338], [-0.609, 1.091, -0.561], [-0.382, -0.792, 0.072], [-4.935, 0.543, 6.709], [3.975, -0.454, -5.640], [-2.637, -3.797, -3.026], [3.411, 4.647, 4.201], [0.746, -0.272, -0.241], [-0.367, 0.339, 0.937], [0.249, -1.384, -0.828], [0.493, 0.077, -1.814], [-4.790, 3.940, 0.973], [5.412, -3.567, -2.550], [0.840, 4.042, -1.949], [-0.886, -5.589, 1.771], [0.509, -2.200, -0.112], [-1.275, 0.578, 0.840], [0.902, 0.708, -0.669], [-1.233, 1.680, 0.404], [0.145, -1.643, 0.912], [-0.153, 0.618, -1.645], [0.129, 0.638, 0.007], [0.215, 0.822, -0.410], [-0.203, 0.418, 0.298], [-0.203, -0.353, 0.526], [0.732, 0.402, -0.108], [-1.722, -1.157, -0.776], [-0.078, -0.016, 0.246], [-0.413, -0.141, -0.413], [0.371, -0.007, 0.236], [1.114, 0.923, 0.951], [2.988, -2.574, -1.144], [-0.954, -0.726, 0.830], [-0.396, 0.243, 0.584], [-0.156, 0.054, 0.259], [-1.594, 2.781, 0.177], [0.206, 0.649, -0.868], [1.003, 0.074, 0.009], [-1.627, -0.090, -0.078], [0.465, 0.205, -0.454], [0.638, -0.023, 0.034], [0.179, 0.207, -0.056], [-0.494, -0.424, 0.242], [-1.060, 0.649, -2.595], [-0.057, 0.873, 1.125], [0.287, -0.633, 0.569], [0.814, -0.304, 0.348], [-0.270, -0.049, 0.860], [0.173, 0.244, 0.728], [-0.788, 1.431, 0.309], [0.291, -2.904, -0.275], [0.422, -0.581, -0.090], [0.075, 0.277, 0.613], [-0.439, 0.324, 0.545], [0.478, 1.513, -1.128], [-0.019, -0.211, -2.274], [-0.520, -0.381, 0.122], [0.861, -0.236, -0.306], [-1.309, -0.160, 1.055], [0.918, 0.410, 1.144], [0.082, 0.370, 0.217]],
  "mulliken_charge": [-0.78, -0.31, -0.54, 0.44, 0.30, -0.04, 0.03, 0.52, 0.37, -0.64, 0.57, 0.72, 0.01, 0.77, -0.38, -0.27, 0.15, -0.12, 0.67, -0.77, -0.43, 0.19, 0.28, 0.20, -0.16, 0.01, -0.03, -0.30, -0.35, 0.29, 0.36, 0.17, -0.64, 0.43, 0.33, -0.67, -0.07, -0.27, -0.71, 0.33, 0.29, 0.21, 0.23, -0.69, -0.17, -0.44, 0.13, 0.29, 0.36, 0.27, -0.16, -0.58, 0.31, 0.50, -0.37, 0.30, -0.43, -0.60, 0.37, -0.22, 0.46, 0.37, -0.36, -0.57, 0.24, -0.22, 0.54, 0.27, 0.24, -0.57, -0.22, 0.44, -0.22, 0.32, -0.12, -0.71, 0.18, -0.29, 0.38, 0.63, -0.33, -0.50, 0.31, 0.20, -0.02, 0.29, -0.84, -0.31, 0.39, 0.21, 0.36, 0.20]
}

---

{
  "formula": "C6H12O6",
  "method": "wB97M-V/def2-TZVPD",
  "gap_ev": 10.42,
  "smiles": "OC[C@H]1O[C@H](O)[C@H](O)[C@H](O)[C@H]1O",
  "multiplicity": 1,
  "symbols": ["O", "C", "C", "O", "C", "O", "C", "O", "C", "O", "C", "O", "H", "H", "H", "H", "H", "H", "H", "H", "H", "H", "H", "H"],
  "xyz": [[2.343, -2.130, -0.975], [1.442, -1.272, -1.593], [1.225, -0.133, -0.538], [0.600, 0.844, -1.329], [-0.386, 1.591, -0.823], [0.287, 2.473, 0.162], [-1.508, 0.943, -0.051], [-2.278, 1.600, 0.976], [-1.055, -0.492, 0.463], [-1.806, -0.910, 1.544], [0.384, -0.562, 0.783], [0.720, -1.898, 1.121], [1.869, -2.296, -0.114], [1.882, -0.935, -2.628], [0.570, -1.793, -1.885], [2.189, 0.246, -0.057], [-0.783, 2.282, -1.583], [1.113, 2.649, -0.238], [-2.229, 0.814, -0.928], [-1.537, 2.204, 1.202], [-1.249, -1.177, -0.345], [-2.081, -0.111, 1.938], [0.703, 0.154, 1.518], [0.009, -2.322, 1.676]],
  "atomic_forces_ev_per_a": [[-0.023, -1.147, 0.994], [2.391, 1.439, -0.248], [0.310, -1.130, 0.516], [-0.682, -0.377, -1.286], [0.785, 3.990, 2.542], [-2.085, -0.483, 0.628], [-2.534, -3.307, -2.112], [3.045, 0.884, -1.001], [-0.666, 1.243, -1.098], [-0.051, -1.637, -0.065], [1.089, 0.027, -2.272], [-0.514, -0.492, 0.887], [1.016, -0.439, -0.851], [-0.577, 0.008, 2.177], [-1.600, -0.341, 0.048], [-0.847, -0.478, -1.367], [0.201, -0.594, -0.144], [1.471, 0.601, -0.528], [0.418, -0.494, 1.381], [-0.978, 0.489, 0.991], [0.031, -0.424, -0.465], [-0.948, 1.557, 1.223], [-0.093, 0.158, 0.826], [0.841, 0.948, -0.776]],
  "mulliken_charge": [-0.63, -0.47, -0.11, -0.43, 0.21, -0.65, -0.01, -0.61, -0.19, -0.61, 0.22, -0.60, 0.39, 0.28, 0.27, 0.26, 0.36, 0.34, 0.23, 0.41, 0.28, 0.42, 0.29, 0.36]
}

---

{
  "formula": "C4H4N2O2",
  "method": "wB97M-V/def2-TZVPD",
  "gap_ev": 8.38,
  "smiles": "N/N=C1\\C=CC(=O)O1",
  "multiplicity": 1,
  "symbols": ["N", "N", "C", "C", "C", "C", "O", "O", "H", "H", "H", "H"],
  "xyz": [[2.207, -0.004, -1.182], [1.654, 0.448, -0.017], [0.419, 0.276, 0.221], [-0.666, -0.237, -0.562], [-1.797, -0.070, 0.155], [-1.437, 0.444, 1.527], [-2.123, 0.658, 2.506], [-0.062, 0.602, 1.468], [3.247, 0.015, -0.979], [1.919, -1.015, -1.388], [-0.589, -0.644, -1.542], [-2.774, -0.473, -0.206]],
  "atomic_forces_ev_per_a": [[1.334, -1.736, -0.170], [-0.818, 0.138, 1.218], [1.139, -0.125, 0.002], [-1.399, 0.245, 0.700], [-0.405, -1.270, -0.697], [-0.827, -0.109, 0.064], [1.513, -0.327, -1.740], [-0.235, 0.813, 0.861], [-1.749, -0.235, -0.740], [0.600, 1.855, 0.246], [0.064, -0.105, -0.510], [0.782, 0.857, 0.767]],
  "mulliken_charge": [-0.57, -0.18, 0.46, -0.03, -0.49, 0.41, -0.53, -0.35, 0.29, 0.24, 0.40, 0.35]
}